1.
# C28H76BrIN6NbO5

A molecular structure, C28H76BrIN6NbO5 (ωB97M-V/def2-TZVPD, the OMol25 dataset).

Last column: Löwdin charge in e.
Element x y z (Å)
I -1.130 -3.808 4.356  0.696
Nb -0.278 1.213 1.783  0.927
Br -0.636 0.333 -0.642  -0.114
O -3.127 -0.142 8.456  -0.190
O -0.346 3.784 -6.189  -0.210
O 4.207 -9.237 -2.939  -0.203
O -3.632 5.187 5.630  -0.194
O 3.086 -5.092 -1.883  -0.184
N -1.050 -0.130 6.353  0.045
N -1.074 6.211 4.738  0.048
N 1.143 -3.249 -0.657  0.059
N 4.682 -9.315 -5.825  0.038
N 1.040 5.968 -7.530  0.037
N -1.595 4.743 -3.525  0.000
C 5.972 -11.106 -4.805  -0.071
C 0.743 -4.320 -1.562  -0.429
C 0.178 4.472 -9.243  -0.072
C -1.549 3.275 -6.726  -0.102
C -1.546 5.624 -2.358  -0.299
C -0.302 -3.175 2.471  -0.665
C 5.482 -8.964 -3.486  -0.209
C -0.297 3.441 1.468  -0.413
C -2.558 1.736 5.936  -0.066
C -3.420 -0.393 7.088  -0.201
C 5.739 -9.601 -4.855  -0.439
C -4.503 6.031 6.345  -0.118
C -2.698 7.994 4.407  -0.074
C 1.094 4.595 -8.031  -0.440
C 0.133 -5.456 -0.744  -0.066
C 0.624 3.788 0.291  -0.331
C -1.279 4.923 -1.025  -0.224
C 4.086 -10.444 -2.217  -0.104
C 3.182 -6.405 -1.372  -0.112
C -2.312 6.564 4.043  -0.436
C 1.859 -4.769 -2.512  -0.208
C -0.072 3.983 -1.059  -0.260
C 0.826 3.552 -6.940  -0.206
C 0.203 -1.749 2.453  -0.454
C -2.440 0.221 6.087  -0.437
C -0.810 -0.684 2.843  -0.467
C -3.585 1.094 8.951  -0.124
C -3.421 5.532 4.271  -0.196
H -3.389 -1.480 6.981  0.117
H -0.366 3.006 -1.447  0.025
H 0.658 4.384 -1.773  0.105
H 0.573 5.062 -10.069  0.073
H -2.099 6.535 2.969  0.133
H 3.286 -10.308 -1.490  0.088
H 0.546 -1.614 1.418  0.031
H -0.045 -3.913 -2.206  0.138
H 4.239 -6.668 -1.346  0.082
H -0.804 -5.126 -0.298  0.072
H 6.391 -11.449 -5.750  0.074
H -1.970 8.691 3.994  0.072
H -0.063 -6.335 -1.361  0.075
H 1.392 -2.410 -1.171  0.065
H -4.369 5.866 3.826  0.119
H 1.191 4.697 0.525  0.098
H -1.830 -0.972 2.561  0.029
H -2.017 3.971 -7.428  0.076
H -2.231 3.120 -5.892  0.080
H 4.609 -8.314 -5.975  0.072
H -0.819 4.852 -9.018  0.065
H 0.806 2.541 -7.370  0.120
H 1.744 6.103 -6.811  0.070
H -2.494 6.168 -2.291  0.092
H -0.809 -0.526 3.919  -0.022
H -4.557 1.359 8.517  0.086
H 2.778 -6.487 -0.359  0.076
H 3.791 -9.596 -5.426  0.070
H 6.654 -9.131 -5.233  0.135
H 0.492 -3.894 2.285  0.017
H 0.074 3.892 2.393  0.006
H -2.074 2.045 5.008  0.047
H 0.108 1.696 3.457  -0.095
H 5.035 -11.643 -4.649  0.065
H -3.601 2.059 5.899  0.075
H 2.122 4.416 -8.368  0.133
H 1.984 -3.531 -0.160  0.081
H -0.773 6.379 -2.534  0.105
H -5.329 6.379 5.712  0.087
H 6.659 -11.377 -4.000  0.078
H -2.890 1.912 8.748  0.073
H -0.711 4.676 -4.010  0.042
H 1.381 3.001 0.165  0.060
H 0.083 3.434 -9.568  0.077
H 0.794 -5.750 0.072  0.063
H -4.443 -0.057 6.868  0.117
H -1.867 3.804 -3.265  0.066
H -1.097 -3.335 1.747  0.034
H 2.666 -7.123 -2.018  0.082
H -0.907 -1.130 6.244  0.026
H 1.646 3.592 -6.219  0.124
H 6.265 -9.257 -2.773  0.121
H -1.306 6.067 5.718  0.068
H 0.148 6.105 -7.063  0.072
H 2.089 -3.942 -3.187  0.121
H -3.124 4.611 3.765  0.122
H 5.521 -7.878 -3.599  0.122
H -3.687 8.252 4.020  0.075
H -1.378 2.322 -7.238  0.089
H -0.799 0.094 7.310  0.070
H -1.310 3.826 1.342  0.003
H -2.694 -0.223 5.118  0.125
H 1.568 0.939 1.693  -0.126
H -3.700 0.991 10.031  0.081
H -4.915 5.450 7.170  0.084
H 1.086 -1.669 3.094  0.097
H 3.833 -11.292 -2.860  0.074
H -0.756 5.302 4.414  0.065
H -2.706 8.135 5.489  0.061
H -1.117 5.685 -0.254  0.107
H 1.520 -5.621 -3.119  0.117
H 5.013 -10.678 -1.682  0.090
H -2.068 2.255 6.762  0.066
H -2.182 4.383 -0.725  0.108
H -3.996 6.909 6.757  0.072
H -2.074 1.540 2.170  -0.095

Results
- LUMO: 1.945 eV
- Total charge: -1
- Frontier orbital gap: 6.8 eV
- Max |F|: 1.89 eV/Å
- 2S+1: 1

---

2.
# C28H76N4O12

8 unconnected molecules or ions with the total composition C28H76N4O12 (ωB97M-V/def2-TZVPD, the OMol25 dataset).

Last column: Löwdin charge in e.
Element x y z (Å)
O -33.364 -4.902 8.712  -0.198
O -25.744 -6.816 5.952  -0.136
O -21.570 -9.567 8.719  -0.195
O -27.578 -1.351 13.982  -0.188
O -23.665 -5.722 12.324  -0.162
O -29.004 2.991 12.645  -0.176
O -30.284 -0.133 7.856  -0.193
O -28.157 -4.796 1.633  -0.199
O -30.749 -6.128 6.422  -0.195
O -28.990 -7.350 9.902  -0.142
O -28.385 -4.547 9.481  -0.158
O -26.247 -0.838 10.601  -0.158
N -28.861 0.035 11.954  -0.063
N -23.673 -8.562 11.579  -0.071
N -31.074 -3.590 8.560  -0.085
N -27.590 -4.792 5.285  -0.078
C -29.332 -1.347 12.347  -0.172
C -24.981 -6.455 7.127  -0.139
C -28.206 -2.157 12.951  -0.203
C -27.459 -5.166 3.837  -0.144
C -31.300 -7.385 6.577  -0.105
C -28.753 -4.044 0.562  -0.085
C -28.408 -8.384 9.207  -0.194
C -25.045 -0.360 11.130  -0.178
C -29.941 0.963 11.637  -0.211
C -23.466 -4.346 11.971  -0.090
C -28.944 -4.741 5.864  -0.175
C -22.026 -9.461 10.073  -0.214
C -29.603 2.448 11.489  -0.241
C -28.038 -4.117 2.857  -0.255
C -24.825 -7.672 11.770  -0.210
C -29.375 -6.063 6.413  -0.256
C -20.456 -10.492 8.601  -0.106
C -31.768 -3.627 9.835  -0.186
C -26.500 -2.030 14.614  -0.082
C -34.717 -5.156 8.409  -0.109
C -27.203 -3.702 9.349  -0.118
C -29.262 0.871 7.988  -0.101
C -31.167 -2.379 7.770  -0.185
C -28.813 4.361 12.557  -0.135
C -23.098 -8.388 10.275  -0.229
C -29.969 -1.501 8.118  -0.205
C -33.275 -3.860 9.662  -0.232
C -24.663 -6.233 11.488  -0.283
H -29.045 -9.221 9.470  0.083
H -27.338 -8.448 9.475  0.071
H -29.323 -4.780 -0.039  0.094
H -22.761 -7.358 10.043  0.120
H -29.699 -1.677 9.136  0.085
H -28.583 -6.470 9.700  0.048
H -25.712 -2.205 13.951  0.055
H -24.959 -0.514 12.224  0.076
H -32.412 -7.283 6.536  0.091
H -31.131 -7.734 7.621  0.101
H -30.971 -8.006 5.722  0.101
H -31.600 -2.743 10.507  0.119
H -32.138 -1.857 7.888  0.123
H -25.266 -7.906 12.730  0.120
H -24.413 -3.789 12.090  0.079
H -28.496 -8.271 8.122  0.060
H -26.847 -2.860 15.166  0.082
H -28.288 0.399 12.730  0.116
H -25.561 -8.003 10.984  0.118
H -26.394 -3.972 10.089  0.079
H -30.384 0.677 10.622  0.124
H -30.594 2.877 11.312  0.121
H -23.933 -8.533 9.543  0.125
H -26.364 -6.116 5.810  -0.025
H -27.032 -0.499 11.109  0.050
H -24.786 0.695 10.926  0.076
H -22.510 -10.393 10.357  0.118
H -24.516 -7.352 7.531  0.059
H -25.657 -6.004 7.905  0.070
H -33.716 -4.046 10.669  0.135
H -19.495 -10.182 9.040  0.084
H -29.483 -3.305 1.002  0.097
H -29.047 -3.723 3.175  0.114
H -24.186 -5.718 6.934  0.075
H -26.108 -1.332 15.299  0.079
H -35.416 -5.315 9.273  0.103
H -28.508 4.688 11.492  0.112
H -23.009 -8.342 12.384  0.147
H -28.859 -6.832 5.782  0.136
H -31.333 -4.531 10.377  0.143
H -25.561 -5.669 11.731  0.118
H -29.644 -4.518 5.043  0.112
H -29.712 1.851 8.097  0.080
H -27.384 -2.610 9.512  0.059
H -26.420 -5.183 3.515  0.125
H -20.643 -11.455 9.075  0.078
H -28.575 0.785 8.859  0.080
H -26.824 -3.781 8.327  0.059
H -26.980 -4.048 5.540  0.101
H -27.460 -3.163 2.830  0.128
H -23.119 -4.200 10.938  0.096
H -28.093 4.694 13.288  0.085
H -34.730 -6.086 7.801  0.092
H -28.962 2.670 10.583  0.127
H -27.482 -2.448 12.152  0.111
H -33.733 -2.974 9.249  0.107
H -31.210 -2.710 6.691  0.136
H -35.049 -4.361 7.770  0.078
H -28.048 -3.526 -0.037  0.064
H -29.123 -3.984 9.179  0.029
H -29.068 -1.742 7.473  0.133
H -29.702 4.924 12.684  0.066
H -22.767 -3.849 12.546  0.057
H -28.024 -6.084 3.718  0.122
H -21.096 -9.383 10.618  0.112
H -29.819 -1.865 11.517  0.087
H -28.982 -3.916 6.638  0.113
H -30.779 0.851 12.437  0.143
H -28.519 -3.118 13.332  0.120
H -31.353 -4.406 8.030  0.093
H -24.232 -0.869 10.607  0.074
H -30.162 -1.271 13.089  0.122
H -28.982 -6.230 7.438  0.108
H -20.302 -10.681 7.547  0.078
H -28.588 0.885 7.154  0.073
H -24.439 -6.054 10.432  0.107

Results
- LUMO: 0.625 eV
- Frontier orbital gap: 9.5 eV
- Max |F|: 2.88 eV/Å
- SMILES: COCCNCCOC.COCCNCCOC.COCCNCCOC.COCCNCCOC.CO.CO.CO.CO
- Energy relative to the best compared isomer or geometry (same formula, charge and spin): 2.5362 eV
- 2S+1: 1

---

Look up the max |F| of the first one. 1.89 eV/Å

---

2S+1 of number 2 (C28H76N4O12)? 1

---

Which of these has the lowest frontier orbital gap? C28H76BrIN6NbO5

---

Which value of max |F| does entry 2 give? 2.88 eV/Å